Entry 1:
# C43H64BBrClF13KLiN4O18S2V

A structure of composition C43H64BBrClF13KLiN4O18S2V at a distorted geometry (the ωB97M-V functional and the def2-TZVPD basis, the OMol25 dataset).

Computed properties:
Kohn-Sham gap, eV: 0.984
HOMO level, eV: -7.6868
Total charge: +1
Largest force on an atom, hartree/bohr: 0.1814
Electronic energy, Eh: -9953.21783

Geometry (Å):
C1 -5.643 1.737 0.556
C2 -4.243 2.608 0.518
O1 -3.027 1.763 0.416
B1 -2.527 1.753 -1.005
O2 -3.432 1.535 -2.150
N1 -1.019 1.979 -1.269
C3 -0.055 1.021 -1.625
C4 -0.548 -0.517 -1.844
N2 -0.950 -1.281 -0.610
C5 1.365 1.812 -1.776
C6 2.816 1.151 -1.402
C7 2.888 -0.503 -1.508
O3 2.847 -1.048 -2.859
C8 4.037 -1.802 -3.244
C9 3.773 -3.178 -4.091
F1 4.880 -3.520 -5.049
F2 3.789 -4.296 -3.075
C10 2.335 -3.286 -4.858
F3 1.142 -3.243 -3.931
F4 2.290 -4.686 -5.429
C11 2.135 -2.287 -6.139
F5 2.775 -0.959 -6.019
F6 0.651 -2.019 -6.232
C12 2.569 -2.910 -7.590
F7 2.063 -1.933 -8.626
F8 4.055 -2.964 -7.814
C13 1.487 2.282 -3.324
F9 2.591 1.607 -4.119
F10 1.833 3.742 -3.525
C14 0.243 2.000 -4.348
F11 0.074 0.545 -4.726
F12 0.754 2.581 -5.659
F13 -1.011 2.721 -4.130
C15 1.021 2.914 -0.549
C16 2.262 3.974 -0.408
C17 1.930 5.529 -0.144
C18 2.322 6.409 -1.512
C19 2.889 7.865 -0.912
C20 1.026 6.789 -2.437
C21 0.661 2.521 0.942
C22 1.179 0.914 1.485
C23 0.988 0.654 3.186
O4 2.431 0.885 2.412
C24 -0.473 3.421 -1.094
C25 -1.437 4.482 -0.388
C26 -2.453 5.314 -1.441
C27 -3.531 6.450 -0.956
C28 -3.701 6.860 0.628
C29 -2.699 6.108 1.700
C30 -1.619 4.969 1.154
H1 -5.945 1.284 -0.506
H2 -6.535 2.431 0.894
H3 -5.615 0.818 1.291
H4 -4.236 3.267 1.510
H5 -4.223 3.394 -0.375
H6 -3.400 2.404 -2.663
H7 -1.478 -0.572 -2.591
H8 0.292 -1.174 -2.382
H9 -1.094 -0.631 0.221
H10 -1.837 -1.820 -0.774
H11 3.161 1.352 -0.271
H12 3.749 1.658 -1.956
H13 3.868 -0.786 -0.886
H14 2.011 -1.042 -0.902
H15 4.769 -2.086 -2.369
H16 4.671 -1.089 -3.962
H17 2.074 -3.935 -7.865
H18 3.050 3.925 -1.303
H19 2.894 3.592 0.533
H20 0.888 5.802 0.298
H21 2.721 5.916 0.665
H22 3.228 5.950 -2.101
H23 3.831 7.705 -0.205
H24 2.072 8.403 -0.231
H25 3.243 8.527 -1.810
H26 0.912 7.958 -2.514
H27 1.112 6.294 -3.494
H28 0.074 6.392 -1.885
H29 -0.474 2.447 1.257
H30 1.176 3.170 1.801
H31 0.952 -0.062 0.723
H32 1.680 0.074 3.899
H33 0.419 -0.350 2.869
H34 -0.232 4.020 -2.100
H35 -2.415 5.091 -2.611
H36 -4.227 6.951 -1.786
H37 -4.515 7.660 0.890
H38 -2.778 6.377 2.842
H39 -0.930 4.484 1.958
C31 -3.134 -2.426 4.352
C32 -1.656 -2.193 4.206
O5 -1.115 -2.084 3.109
N3 -0.907 -2.105 5.344
C33 -1.356 -2.207 6.712
H40 -3.597 -2.474 3.363
H41 -3.314 -3.375 4.865
H42 -3.588 -1.601 4.907
H43 0.079 -1.948 5.169
H44 -1.097 -1.277 7.224
H45 -0.825 -3.038 7.182
H46 -2.431 -2.375 6.786
C34 0.510 0.891 -10.143
C35 2.018 1.091 -10.024
O6 2.508 1.043 -11.362
S1 1.371 1.646 -12.364
O7 1.691 3.030 -12.629
O8 1.125 0.680 -13.410
O9 0.122 1.604 -11.316
H47 0.262 -0.165 -10.289
H48 -0.027 1.273 -9.270
H49 2.493 0.320 -9.412
H50 2.254 2.078 -9.613
C36 1.279 -6.556 7.096
C37 1.387 -7.444 8.335
C38 0.527 -6.812 9.429
S2 -0.767 -5.911 8.589
O10 -0.590 -4.498 8.850
O11 -2.032 -6.586 8.799
C39 -0.203 -6.254 6.933
H51 1.690 -7.045 6.209
H52 1.836 -5.625 7.259
H53 1.008 -8.445 8.100
H54 2.425 -7.555 8.664
H55 0.080 -7.570 10.077
H56 1.101 -6.100 10.028
H57 -0.398 -5.396 6.287
H58 -0.746 -7.131 6.570
Br1 3.178 -5.888 -3.901
N4 -6.258 -6.685 4.666
C40 -4.928 -6.356 4.703
C41 -4.570 -5.892 3.457
C42 -5.726 -5.937 2.642
C43 -6.754 -6.428 3.414
H59 -6.791 -7.059 5.441
H60 -4.352 -6.482 5.610
H61 -3.583 -5.556 3.168
H62 -5.800 -5.642 1.603
H63 -7.794 -6.617 3.181
K1 -2.475 -4.556 6.874
O12 0.622 6.055 2.647
H64 0.790 5.880 3.555
Li1 3.101 3.344 -10.323
O13 4.078 4.252 1.987
Cl1 4.607 4.246 3.337
O14 3.533 4.492 4.279
O15 5.612 5.283 3.468
O16 5.207 2.955 3.615
O17 -1.123 -9.000 6.515
V1 -1.442 -10.378 7.557
O18 -1.761 -11.755 8.599



Entry 2:
# CH7N2OP

A cluster of 2 separate species, CH7N2OP in total at a distorted geometry (the ωB97M-V functional and the def2-TZVPD basis, the OMol25 dataset).

Computed properties:
Kohn-Sham gap, eV: 8.470
HOMO level, eV: -8.3126
Largest force on an atom, hartree/bohr: 0.0725
Electronic energy, Eh: -568.36586
Relative energy (zero: lowest compared OMol25 entry of this formula, charge and spin), kJ/mol: 198.8

Geometry (Å):
C1 -1.813 1.001 0.210
N1 1.273 -0.345 -1.497
N2 0.788 -1.383 1.023
O1 1.424 1.069 0.767
P1 0.666 0.052 0.040
H1 -2.255 0.203 0.834
H2 -1.398 1.908 0.626
H3 -1.995 1.361 -0.813
H4 1.470 0.447 -2.138
H5 0.938 -1.194 -1.962
H6 0.238 -2.231 0.975
H7 0.665 -0.891 1.935



Entry 3:
# C24H72O20

A cluster of 12 separate species, C24H72O20 in total at a distorted geometry (the ωB97M-V functional and the def2-TZVPD basis, the OMol25 dataset).

Computed properties:
Kohn-Sham gap, eV: 9.514
HOMO level, eV: -9.5025
SMILES string: OCCO.OCCO.OCCO.OCCO.OCCO.OCCO.OCCO.OCCO.CCO.CCO.CCO.CCO
Largest force on an atom, hartree/bohr: 0.0511
Electronic energy, Eh: -2462.24711
Relative energy (zero: lowest compared OMol25 entry of this formula, charge and spin), kJ/mol: 0.0

Geometry (Å):
O1 3.787 -0.701 -0.839
C1 4.351 -0.626 0.449
C2 3.964 -1.668 1.435
O2 2.582 -1.761 1.658
H1 3.763 -1.661 -1.044
H2 5.452 -0.650 0.442
H3 4.076 0.351 0.852
H4 4.472 -1.458 2.385
H5 4.229 -2.665 1.085
H6 2.209 -0.873 1.801
O3 -3.488 0.822 -0.773
C3 -4.738 1.446 -0.546
C4 -5.645 1.292 -1.747
O4 -5.715 -0.054 -2.232
H7 -2.996 1.527 -1.274
H8 -5.199 0.897 0.324
H9 -4.665 2.541 -0.368
H10 -5.201 1.903 -2.501
H11 -6.670 1.610 -1.473
H12 -5.409 -0.647 -1.570
O5 -2.736 -1.972 -1.284
C5 -2.574 -2.336 -2.652
C6 -2.750 -3.777 -2.985
O6 -1.630 -4.528 -2.660
H13 -2.782 -1.032 -1.361
H14 -3.383 -1.839 -3.213
H15 -1.621 -2.040 -2.941
H16 -2.923 -3.795 -4.083
H17 -3.651 -4.179 -2.489
H18 -1.772 -4.999 -1.826
O7 2.595 -3.260 -0.972
C7 2.040 -4.610 -0.694
C8 1.367 -4.677 0.685
O8 0.604 -3.536 0.914
H19 1.816 -2.640 -0.936
H20 1.291 -4.862 -1.453
H21 2.814 -5.341 -0.702
H22 2.129 -4.785 1.452
H23 0.824 -5.600 0.706
H24 1.230 -2.837 1.275
O9 -1.853 -4.861 0.600
C9 -2.197 -4.633 1.975
C10 -3.291 -3.597 2.199
O10 -2.941 -2.303 1.707
H25 -1.058 -4.318 0.414
H26 -2.634 -5.534 2.398
H27 -1.382 -4.347 2.647
H28 -3.469 -3.515 3.284
H29 -4.218 -4.011 1.762
H30 -3.105 -2.226 0.725
O11 -2.074 2.768 -2.003
C11 -0.932 2.341 -2.700
C12 -0.229 3.426 -3.477
O12 0.513 4.199 -2.492
H31 -1.886 3.512 -1.343
H32 -0.104 1.953 -2.064
H33 -1.257 1.558 -3.369
H34 -0.929 4.136 -3.959
H35 0.516 3.008 -4.164
H36 0.548 5.139 -2.773
O13 2.940 2.899 2.144
C13 2.906 3.218 3.542
C14 2.048 2.291 4.292
O14 2.668 0.946 4.320
H37 3.072 3.727 1.621
H38 3.919 3.224 3.933
H39 2.397 4.153 3.727
H40 0.979 2.309 4.021
H41 2.208 2.708 5.303
H42 2.098 0.354 3.765
O15 1.539 0.731 1.430
C15 0.318 0.991 0.759
C16 0.094 -0.101 -0.352
O16 1.160 -0.077 -1.259
H43 2.047 1.632 1.577
H44 -0.466 1.007 1.469
H45 0.395 1.960 0.272
H46 -0.842 0.102 -0.842
H47 0.069 -1.041 0.171
H48 1.974 -0.201 -0.784
C17 2.265 -2.107 -4.183
C18 1.685 -0.702 -4.535
O17 0.329 -0.501 -4.230
H49 1.720 -2.792 -4.790
H50 1.887 -2.331 -3.247
H51 3.387 -2.186 -4.103
H52 1.715 -0.497 -5.566
H53 2.289 0.044 -3.974
H54 0.199 -0.542 -3.258
C19 -2.013 3.776 1.713
C20 -0.953 4.576 0.938
O18 -1.432 5.016 -0.342
H55 -1.675 3.630 2.751
H56 -2.192 2.846 1.156
H57 -2.924 4.344 1.726
H58 0.024 4.155 0.713
H59 -0.782 5.466 1.484
H60 -0.824 4.815 -1.019
C21 3.224 2.572 -1.622
C22 3.863 3.884 -1.006
O19 2.982 4.641 -0.134
H61 2.153 2.640 -1.621
H62 3.456 1.702 -1.012
H63 3.510 2.482 -2.689
H64 4.325 4.527 -1.760
H65 4.702 3.569 -0.383
H66 2.631 5.382 -0.635
C23 -1.796 -0.500 5.287
C24 -1.046 -1.356 4.247
O20 -1.088 -0.978 2.876
H67 -1.299 -0.720 6.224
H68 -2.863 -0.720 5.324
H69 -1.825 0.561 5.023
H70 -1.376 -2.405 4.365
H71 0.006 -1.413 4.512
H72 -1.853 -1.390 2.452



Entry 4:
# C3H4S2

An isolated molecule of C3H4S2 at a distorted geometry (the ωB97M-V functional and the def2-TZVPD basis, the OMol25 dataset).

Computed properties:
Kohn-Sham gap, eV: 8.451
HOMO level, eV: -8.8005
SMILES string: S=C[C@H]1CS1
Largest force on an atom, hartree/bohr: 0.1060
Electronic energy, Eh: -912.95749
Relative energy (zero: lowest compared OMol25 entry of this formula, charge and spin), kJ/mol: 270.4

Geometry (Å):
S1 0.294 1.195 1.862
C1 -0.092 0.026 0.876
C2 0.435 0.094 -0.494
C3 0.847 -1.264 -1.110
S2 -0.865 -0.528 -1.442
H1 -0.424 -0.931 1.165
H2 0.828 0.868 -1.136
H3 0.298 -2.061 -0.299
H4 1.294 -1.680 -2.089